Density functional theory data (ωB97M-V/def2-TZVPD) for C3H6AgO3 as an isolated structure at a distorted geometry.

Geometry as XYZ:
```
13
Properties=species:S:1:pos:R:3
H -0.33 -1.28 0.38
O -1.05 -1.55 -0.56
C -1.41 -0.33 -0.70
O -2.58 0.06 -0.66
Ag -4.50 -0.55 -0.91
O -0.53 0.28 0.19
C 0.83 0.51 -0.31
C 1.75 0.43 0.88
H 0.83 1.49 -0.80
H 1.06 -0.28 -1.03
H 1.37 1.04 1.71
H 2.75 0.78 0.61
H 1.83 -0.61 1.21
```

Its molecular weight is 197.95 g mol⁻¹. The total charge is +1. The calculation puts the relative energy (zero: lowest compared OMol25 entry of this formula, charge and spin) at 57.5 kcal/mol. The HOMO energy (alpha / beta) comes out at -10.92 / -15.45 eV. For the gap between HOMO and LUMO (alpha / beta), the calculation gives 0.1706 / 0.2102 Ha. The expectation value of S² is 2.01. Its multiplicity is 3.

=====

Density functional theory data (ωB97M-V/def2-TZVPD) for a 2-piece molecular cluster, C11H12NO2 overall at a distorted geometry.

Geometry as XYZ:
```
26
Properties=species:S:1:pos:R:3
C 1.43 0.83 -3.78
C -0.43 -0.24 -2.31
C 0.20 0.55 -0.32
C 0.78 0.53 -2.50
C 1.22 1.04 -1.23
C 0.48 0.84 1.04
C 1.47 1.69 1.47
C 2.31 1.85 -0.73
C 2.37 2.37 0.56
N -0.70 -0.38 -0.91
H -1.37 -0.76 -0.46
H -1.10 -0.77 -2.95
H -0.30 0.65 1.71
H 1.45 -0.02 -4.43
H 2.44 1.33 -3.69
H 1.46 1.83 2.54
H 2.95 2.23 -1.43
H 3.29 2.81 0.87
H 0.91 1.54 -4.39
C -1.02 -2.93 2.41
C -2.25 -1.89 2.12
O -2.41 -1.76 0.87
O -2.81 -1.29 3.02
H -1.08 -3.39 3.34
H -0.13 -2.40 2.23
H -1.08 -3.74 1.59
```

Its molecular weight is 190.22 g mol⁻¹. The total charge is -1. The calculation puts the relative energy (zero: lowest compared OMol25 entry of this formula, charge and spin) at 54.7 kcal/mol. The HOMO energy comes out at -4.40 eV. For the gap between HOMO and LUMO, the calculation gives 0.2770 Ha.

=====

Density functional theory data (ωB97M-V/def2-TZVPD) for C33H34Br4N5O2PSiTa as an isolated structure.

Geometry as XYZ:
```
81
Properties=species:S:1:pos:R:3
Ta 0.13 0.38 -0.31
C 5.40 2.02 0.61
N 4.15 1.37 1.02
C 4.00 1.07 2.44
C 3.19 1.04 0.15
N 2.20 0.24 0.42
N 3.29 1.60 -1.11
C 2.52 1.27 -2.20
N 2.96 1.78 -3.37
N 1.48 0.52 -2.09
H 6.16 1.78 1.35
H 5.29 3.10 0.56
H 5.74 1.63 -0.35
H 4.52 1.84 3.00
H 4.42 0.10 2.69
H 2.95 1.11 2.72
H 2.30 -0.23 1.31
H 3.82 2.46 -1.18
H 3.85 2.23 -3.45
H 2.34 1.80 -4.16
H 1.05 0.30 -2.98
Br -1.34 7.14 0.53
C -1.38 5.26 0.61
C -2.53 4.60 1.07
Br -4.04 5.57 1.61
C -2.56 3.20 1.13
Br -4.04 2.22 1.72
C -1.44 2.50 0.73
O -1.31 1.17 0.70
C -0.29 3.16 0.27
O 0.68 2.33 -0.11
C -0.26 4.54 0.21
Br 1.31 5.34 -0.45
C -0.44 -5.44 -4.61
C 0.27 -4.28 -4.87
C 0.15 -3.20 -4.01
C -0.69 -3.27 -2.91
C -1.40 -4.44 -2.65
C -1.27 -5.53 -3.51
P -0.87 -1.82 -1.84
C -1.76 -2.31 -0.35
C -3.02 -2.01 -0.03
C -3.48 -2.14 1.35
C -2.66 -2.47 2.35
C -1.19 -2.72 2.16
C -0.73 -2.64 0.69
C -1.70 -0.47 -2.67
C -2.60 -0.46 -3.73
C -3.08 0.77 -4.17
C -2.66 1.94 -3.55
C -1.76 1.91 -2.49
C -1.25 0.69 -2.03
H -0.34 -6.29 -5.28
H 0.93 -4.21 -5.73
H 0.71 -2.29 -4.21
H -2.05 -4.50 -1.80
H -1.82 -6.44 -3.31
H -3.70 -1.61 -0.77
H -4.53 -1.95 1.55
H -3.04 -2.53 3.36
H -0.86 -3.59 2.73
H -0.04 -3.43 0.38
H -2.92 -1.38 -4.20
H -3.78 0.81 -4.99
H -3.04 2.89 -3.90
H -1.46 2.85 -2.04
C 0.06 1.40 3.66
Si -0.02 -0.46 3.94
C 1.68 -1.08 4.50
C -1.32 -0.87 5.23
C -0.40 -1.42 2.36
C -0.08 -1.31 1.04
H -0.93 1.81 3.52
H 0.67 1.69 2.79
H 0.50 1.88 4.54
H 2.03 -0.52 5.37
H 2.43 -0.99 3.72
H 1.64 -2.14 4.78
H -1.04 -0.48 6.21
H -1.44 -1.95 5.34
H -2.28 -0.44 4.97
```

Its molecular weight is 1092.29 g mol⁻¹. The total charge is +1. The calculation puts the relative energy (zero: lowest compared OMol25 entry of this formula, charge and spin) at 16.9 kcal/mol. The HOMO energy comes out at -10.21 eV. For the gap between HOMO and LUMO, the calculation gives 0.2694 Ha.

=====

Density functional theory data (ωB97M-V/def2-TZVPD) for C11H11Br in the gas phase at a distorted geometry.

Geometry as XYZ:
```
23
Properties=species:S:1:pos:R:3
C 3.84 0.76 0.91
C 2.84 1.20 0.17
C 1.67 0.36 -0.26
Br 2.13 -1.51 0.07
C 0.21 0.84 -0.42
C -0.10 2.24 -0.68
C -0.82 -0.18 -0.35
C -1.75 -0.04 0.65
C -2.61 -1.00 1.02
C -2.65 -2.23 0.29
C -1.75 -2.41 -0.76
C -0.87 -1.40 -1.13
H 4.65 1.35 1.19
H 3.78 -0.33 1.13
H 2.65 2.27 -0.20
H 0.17 2.68 -1.63
H -1.26 2.32 -0.43
H 0.38 2.77 0.13
H -1.70 0.84 1.23
H -3.35 -0.72 1.68
H -3.32 -2.98 0.61
H -1.83 -3.27 -1.29
H -0.32 -1.57 -1.95
```

Its molecular weight is 223.11 g mol⁻¹. Its structure (SMILES) is C=C/C(Br)=C(\C)c1ccccc1. The calculation puts the relative energy (zero: lowest compared OMol25 entry of this formula, charge and spin) at 7.7 kcal/mol. The HOMO energy comes out at -7.91 eV. For the gap between HOMO and LUMO, the calculation gives 0.2919 Ha.

=====

Density functional theory data (ωB97M-V/def2-TZVPD) for C9H9N3O2 as an isolated structure at a distorted geometry.

Geometry as XYZ:
```
23
Properties=species:S:1:pos:R:3
C -0.82 -2.56 1.31
C -0.29 -3.51 0.42
C -0.44 -1.24 1.14
C 0.29 -3.10 -0.79
C 0.34 -0.90 0.10
C 0.65 -1.78 -0.87
C 0.12 2.82 -0.21
C 0.88 0.47 -0.16
C -1.26 3.50 -0.22
N 1.36 -1.15 -1.95
N 1.58 0.01 -1.81
N -0.11 1.50 -0.25
O 1.22 3.32 -0.19
O 1.89 0.79 0.78
H -1.46 -2.85 2.12
H -0.30 -4.58 0.61
H -0.90 -0.44 1.74
H 0.79 -3.90 -1.55
H -2.00 2.73 -0.13
H -1.19 4.25 0.55
H -1.42 3.89 -1.24
H -1.05 1.03 -0.09
H 2.13 1.71 0.69
```

Its molecular weight is 191.19 g mol⁻¹. The calculation puts the relative energy (zero: lowest compared OMol25 entry of this formula, charge and spin) at 86.0 kcal/mol. The HOMO energy comes out at -8.32 eV. For the gap between HOMO and LUMO, the calculation gives 0.3127 Ha.

=====

Density functional theory data (ωB97M-V/def2-TZVPD) for an isolated ion of composition C6H9O5P and charge -2 at a distorted geometry.

Geometry as XYZ:
```
21
Properties=species:S:1:pos:R:3
C -2.07 0.07 1.33
C -0.94 -0.29 0.40
C -1.30 -1.07 -0.88
C -0.02 0.86 0.00
O -0.75 1.96 -0.53
C 1.32 0.64 -0.15
C 2.26 1.68 -0.48
O 2.54 2.73 0.10
P 2.17 -1.15 -0.10
O 3.59 -0.92 0.27
O 1.29 -1.85 0.96
O 1.85 -1.55 -1.52
H -2.64 0.96 0.94
H -1.75 0.43 2.30
H -2.53 -0.88 1.48
H -0.31 -0.87 1.04
H -1.69 -0.33 -1.66
H -0.31 -1.55 -1.09
H -1.90 -1.86 -0.67
H -1.62 1.62 -0.44
H 2.80 1.36 -1.30
```

Its molecular weight is 192.11 g mol⁻¹. Its structure (SMILES) is CC(C)/C(O)=C(/C=O)P(=O)([O-])[O-]. The total charge is -2. The calculation puts the relative energy (zero: lowest compared OMol25 entry of this formula, charge and spin) at 15.7 kcal/mol. The HOMO energy comes out at -0.13 eV. For the gap between HOMO and LUMO, the calculation gives 0.2144 Ha.

=====

Q: What is the formula in the first record?
A: C3H6AgO3

=====

Q: What is the formula in the first record?
A: C3H6AgO3

=====

What did the second record say?
Density functional theory data (ωB97M-V/def2-TZVPD) for a 2-piece molecular cluster, C11H12NO2 overall at a distorted geometry.

Geometry as XYZ:
```
26
Properties=species:S:1:pos:R:3
C 1.43 0.83 -3.78
C -0.43 -0.24 -2.31
C 0.20 0.55 -0.32
C 0.78 0.53 -2.50
C 1.22 1.04 -1.23
C 0.48 0.84 1.04
C 1.47 1.69 1.47
C 2.31 1.85 -0.73
C 2.37 2.37 0.56
N -0.70 -0.38 -0.91
H -1.37 -0.76 -0.46
H -1.10 -0.77 -2.95
H -0.30 0.65 1.71
H 1.45 -0.02 -4.43
H 2.44 1.33 -3.69
H 1.46 1.83 2.54
H 2.95 2.23 -1.43
H 3.29 2.81 0.87
H 0.91 1.54 -4.39
C -1.02 -2.93 2.41
C -2.25 -1.89 2.12
O -2.41 -1.76 0.87
O -2.81 -1.29 3.02
H -1.08 -3.39 3.34
H -0.13 -2.40 2.23
H -1.08 -3.74 1.59
```

Its molecular weight is 190.22 g mol⁻¹. The total charge is -1. The calculation puts the relative energy (zero: lowest compared OMol25 entry of this formula, charge and spin) at 54.7 kcal/mol. The HOMO energy comes out at -4.40 eV. For the gap between HOMO and LUMO, the calculation gives 0.2770 Ha.

=====

Q: Which of these has the lowest relative energy (zero: lowest compared OMol25 entry of this formula, charge and spin)?
A: C11H11Br